# 1
Below is a cluster of 2 separate species, C39H41Cl4N3O2 in total in a non-equilibrium geometry, with properties calculated with wB97M-V/def2-TZVPD.

Structure (ORCA input):
```
! wB97M-V def2-TZVPD RIJCOSX def2/J DEFGRID3
* xyz 0 1
C -3.4973 -10.2485 3.8088
H -2.5687 -11.0424 2.0299
C -3.0062 -5.1232 -3.3892
H -2.4000 -4.4004 -2.8309
H -5.6250 -7.2562 -2.5922
C -5.9016 -3.1238 1.5349
C -2.4284 -5.6346 1.6634
C 0.0191 -5.5442 1.5388
H -4.6693 -5.6575 6.3795
H -6.7056 -5.8608 4.7219
H -2.1700 -7.8745 0.1854
Cl -1.1382 2.7603 2.6273
H -7.0465 -3.9094 3.2169
C -4.8883 -6.7843 -3.2527
H -8.0014 -3.5995 1.7434
C -0.9927 0.1076 2.2188
H -6.0642 -1.5008 2.9815
N -4.0877 -5.0843 0.3308
C -0.2906 1.2915 2.4070
H -1.9009 -6.5614 4.1869
H -3.6082 -9.0039 -1.5518
C -2.9762 -10.1560 2.5203
H -5.4193 -6.3219 -4.0933
C 1.1411 1.2927 2.5120
H -6.5618 -6.9687 3.3432
H -3.5902 -6.2164 -1.6463
C -6.6964 -2.9493 -2.2007
H -4.4635 -9.1995 5.4327
C -4.7180 -6.6991 4.4764
C -6.6853 -2.6657 -0.8307
C -4.9907 -4.6449 -1.8976
C -2.5783 -8.8790 0.3701
H -4.9543 -3.4623 1.9724
C -4.0848 -5.7278 -2.4927
H -4.3103 -10.0140 -0.2652
H -4.3849 -5.7955 3.9474
Cl 1.9781 2.7708 2.7441
H -0.6102 -9.7428 0.6694
C -1.0019 -6.3270 3.6101
C -2.8393 -4.6352 0.7977
H 2.1484 -5.8428 1.3679
C -1.1543 -5.8191 2.2900
H -7.0083 -1.2581 1.4971
H -4.2240 -7.5670 -3.6433
C -7.0363 -3.9614 2.1207
H -1.8415 -10.9202 0.1515
H -7.3970 -2.4237 -2.8571
C -3.8344 -9.0469 -0.4802
H -3.4744 -4.6090 -4.2373
C -2.9838 -8.9377 1.8411
H -3.4789 -11.2062 4.3320
N -3.4779 -6.5327 1.8010
H -6.6165 -7.6148 4.9960
C -6.0642 -1.6460 1.8931
H -3.1987 -6.5905 6.0405
C 1.4037 -6.3970 3.3302
C 1.2729 -5.9233 2.0182
H -4.5502 -8.2497 -0.2399
C -4.0411 -9.1277 4.4291
H -2.3395 -5.9010 -3.7827
C -4.2906 -6.5901 5.9443
C -2.2327 -3.4663 0.4060
C 1.8326 0.0966 2.3913
C -5.8171 -3.3551 0.0222
H -1.1608 -9.7677 -1.0150
Cl 3.5303 0.0463 2.5499
C 0.2643 -6.5792 4.1335
H -4.6926 -7.4277 6.5271
H -2.8107 -2.7131 -0.1043
H -5.8746 -4.1721 -3.7989
C -5.8574 -3.9345 -2.7298
Cl -2.7026 0.1081 2.1021
H -1.2081 -3.3774 0.7050
H -5.2366 -1.0597 1.4809
C -4.0511 -7.8912 3.7805
O 1.7946 -2.2448 2.1009
C -4.9758 -4.3413 -0.5271
H 0.3668 -6.9391 5.1633
H -7.3687 -1.9137 -0.4207
H -6.9296 -5.0117 1.8247
C -1.4839 -9.8926 0.0244
H -0.0997 -5.1006 0.5468
C -6.2414 -6.7915 4.3757
O -0.9886 -2.2547 2.3986
C 1.1701 -1.1919 2.2149
C -0.3651 -1.1979 2.2267
H 2.3957 -6.6157 3.7368
N -4.4620 -6.2546 0.8972
C -3.4959 -7.8046 2.4915
*
```

Computed properties:
* orbital gap: 3.689 eV

=====

# 2
Below is a structure of composition C39H41Cl7N5O2Tl in a non-equilibrium geometry, with properties calculated with wB97M-V/def2-TZVPD.

Structure (ORCA input):
```
! wB97M-V def2-TZVPD RIJCOSX def2/J DEFGRID3
* xyz 0 1
C -3.4111 -2.5082 4.0347
H 1.2014 2.6294 4.8987
N 2.0724 -2.5760 -0.2741
H -1.3049 4.0163 2.4646
H -2.3500 -0.3658 -2.7339
H 1.2070 -1.3455 -5.6165
H -5.5538 -0.2826 -0.7413
C 0.8109 3.9538 -2.8176
C -0.4511 3.4647 -3.1174
H 0.7945 -1.3074 3.8243
H 3.0177 -2.5057 -5.4747
H 2.3953 -0.3305 -4.8606
C 0.3450 -0.1252 -4.0997
N 1.0060 0.6402 4.2860
O -3.2713 0.2310 0.4102
C -4.1321 -1.8127 4.9865
N 3.6152 -0.6391 8.7626
Cl -2.8178 1.9287 4.4404
H -1.5481 1.8015 -3.7910
C 1.1945 -2.1600 0.6183
H 0.3405 -3.2524 -5.5503
H 1.4483 -5.4333 -2.8633
H 3.5926 3.9697 2.7867
H -4.6332 2.1144 -1.0073
H -1.9566 -1.1843 -1.2479
C 1.2278 -3.4646 -3.6378
C 1.4471 1.5815 5.1218
H -1.3290 4.0482 -2.9191
C -3.0786 0.2426 4.2513
C 2.0871 1.2754 6.3067
H 3.1764 -0.6783 -2.6178
H 2.7303 1.3666 -3.7253
H -0.4370 -0.1794 -4.8485
H 2.9409 3.6280 -2.9089
C 1.2489 -0.6391 4.5510
C 0.5701 1.3320 -3.7643
C -0.0790 -3.2528 -2.9037
C -2.2230 -0.2100 -1.6784
C 0.4891 3.0792 1.7542
C 1.9230 -1.0568 5.6904
H 1.9633 -2.1185 5.9309
C -0.2315 3.9854 2.5495
C 1.5442 -0.9669 -4.6402
H 1.8067 -4.2882 -5.5070
C 0.3656 4.8891 3.3580
H -4.8803 -0.3464 -2.3662
C 2.5064 4.0437 2.7410
Cl -3.5840 -4.2221 3.9142
N 0.5794 -1.0119 0.2938
O 3.2978 -2.5341 -4.5519
C -0.5547 2.1746 -3.5757
H -2.8562 2.3770 -1.1037
C 2.3586 -0.0734 6.5729
C 1.7676 4.9548 3.4244
C 0.8936 -3.9959 -4.9855
H 0.2136 -4.8460 -4.8884
C -4.6260 -0.5249 -1.3124
C 2.7918 -1.6871 -2.4755
Cl -4.7189 0.3773 6.4480
C 1.8543 3.1188 1.8881
Cl 0.9585 5.4746 -2.0188
N 2.0357 -1.6219 -1.2379
C -0.2613 2.2257 0.7758
H -1.4124 0.5084 -1.4872
C 2.0388 -4.5266 -2.8764
H 0.4324 1.7799 0.0625
C -3.8974 -0.4505 5.1573
C 1.1697 -0.6804 -0.8475
H -3.8285 1.7608 -2.5069
C -3.4569 0.3298 -0.9803
H 1.0257 0.2068 -1.3441
H -4.3812 -1.5912 -1.1516
H 1.0408 -2.6418 1.5517
C 1.9626 3.2378 -3.0649
Cl -1.7392 -2.6844 1.9365
Cl -5.1873 -2.6364 6.0635
H 2.2885 5.6994 4.0031
H 3.6466 -2.3383 -2.2796
H 2.3544 2.0363 7.0611
H -0.4768 -4.2417 -2.6302
H -0.0464 -0.5895 -3.2097
Tl -1.4609 0.5911 1.4652
H -0.8187 -2.7724 -3.5308
H -0.0100 -2.7346 -1.9188
H -1.0043 2.8139 0.2588
C -2.4053 -0.4168 3.2129
C -2.5485 -1.7866 3.1836
H -0.2504 5.6402 3.8804
C 2.1221 -2.1390 -3.7768
Cl 2.8890 1.9725 0.9609
C 3.0583 -0.3956 7.7983
C -3.6888 1.7500 -1.4224
H 2.9747 -4.8175 -3.3239
H 2.2496 -4.1869 -1.8972
C 1.8302 1.9262 -3.5700
*
```

Computed properties:
* orbital gap: 8.536 eV
* ΔE to the lowest compared entry with this formula, charge and spin: 0.00 kJ/mol

=====

# 3
Below is a structure of composition C39H41ClN4O6PSSiTi, with properties calculated with wB97M-V/def2-TZVPD.

Structure (ORCA input):
```
! wB97M-V def2-TZVPD RIJCOSX def2/J DEFGRID3
* xyz 1 1
C 4.3052 -4.0075 2.7163
Cl -2.1965 2.5271 -2.3335
H -1.2734 -2.4079 -6.7889
C 3.1911 -1.9288 2.4192
C 3.9381 -2.7689 3.2218
H 1.0112 1.9680 -4.7675
H 0.8577 -2.1944 -2.1243
H 3.1014 -2.8881 -2.6796
H 2.8786 -0.9519 2.7619
H -3.1482 -2.8460 -2.9776
H 1.1025 -4.2594 2.6436
C -3.6262 1.5684 -2.0586
O 0.7241 1.2022 -1.7419
Ti 0.1430 0.5709 -0.2212
C -5.9493 0.0967 -1.7003
H 0.5487 -6.5251 3.5159
C 3.4666 1.8712 -1.5712
H 1.8949 -0.8021 -2.4341
C 3.1743 -3.4573 0.6795
O 0.8191 2.0449 0.7796
H -4.8952 3.1894 -2.6164
C -2.4269 -2.3422 -3.6088
C -2.6599 -4.0101 1.5588
C 2.9256 -2.5328 -1.6628
H 4.8941 -4.6924 3.3122
O -0.6916 3.9465 0.3699
H -1.8186 -2.5360 5.2520
C -1.7985 -3.2922 -0.5714
C -1.3826 -2.0893 -5.7605
C 1.9550 1.7629 -4.2563
S -0.5661 2.7337 1.1037
Si 1.8667 2.2412 -2.4563
C -1.6683 -1.2801 -3.1121
H 4.2143 -5.3022 0.9998
H 3.3142 1.9193 -0.4903
N -1.5053 -8.1486 5.7698
H 2.0124 4.6721 -2.7583
O -0.7624 2.7656 2.5171
C -2.2935 -2.0085 -0.3505
C 0.0371 -5.6494 3.8908
H 3.8092 -1.9587 -1.3745
H -2.8109 -4.7904 2.2944
C -1.2525 -7.0979 5.3820
N -0.0596 -2.0060 3.3444
C -1.9850 -4.2894 0.3795
H -2.8625 -3.5744 -5.3022
C -3.5341 0.2361 -1.6258
H 1.9304 -1.5022 0.3227
H -6.8527 -0.4817 -1.5639
H -0.2949 -2.4814 1.2845
H 0.3284 4.1454 -2.6882
H 4.2282 -2.4525 4.2134
C -4.7156 -0.4864 -1.4633
C -0.6490 -1.0148 -5.2837
C -2.2744 -2.7489 -4.9234
C 2.7498 -3.7445 -0.7341
C -4.8570 2.1590 -2.2925
C 3.9221 -4.3541 1.4303
H 1.6972 -4.0536 -0.7357
H -1.2727 -3.5241 -1.4896
C -6.0177 1.4238 -2.1108
C -3.1393 -2.7265 1.7935
O 1.3254 -1.0602 -0.4747
O -1.3922 1.5941 0.4573
H 1.2541 4.2739 -1.2037
H -6.9769 1.8894 -2.2933
C -0.3366 -3.2876 3.8989
H -4.6760 -1.5179 -1.1381
C 0.4202 0.1076 3.0412
C -2.9522 -1.7289 0.8498
N 2.8121 -2.2735 1.1858
H -0.2298 0.2312 -3.5904
C 0.3423 -4.3910 3.4042
P -1.9248 -0.5988 -1.4428
H -3.6627 -2.5022 2.7142
H -2.3403 -4.7930 6.1600
H 0.6389 1.1549 3.1506
H 3.3232 -4.5946 -1.1010
C 0.2609 -0.8336 4.0050
C -0.7915 -0.6116 -3.9628
C -0.9326 -5.7872 4.8824
H 2.2052 0.7100 -4.4085
C -1.5928 -4.6703 5.3886
H 3.8556 0.8817 -1.8253
H 2.7280 2.3574 -4.7494
H -1.6135 -5.2887 0.1905
C -1.2983 -3.4127 4.8891
C 1.3198 3.9940 -2.2554
H 4.2352 2.6041 -1.8245
N 0.2040 -0.4663 1.8025
H 0.0309 -0.4830 -5.9367
H -3.3176 -0.7271 1.0464
H 0.3362 -0.7862 5.0769
C -0.0756 -1.7335 2.0289
C 1.7118 -1.6269 -1.7478
*
```

Computed properties:
* orbital gap: 8.392 eV
* ΔE to the lowest compared entry with this formula, charge and spin: 91.95 kJ/mol

=====

# 4
Below is a structure of composition C39H41ClN4O6PSSiTi in a non-equilibrium geometry, with properties calculated with wB97M-V/def2-TZVPD.

Structure (ORCA input):
```
! wB97M-V def2-TZVPD RIJCOSX def2/J DEFGRID3
* xyz 1 1
H 3.9492 1.7568 -3.5762
Si -2.2265 -2.2814 3.8243
H -0.8922 -1.1300 5.5458
C -0.3285 4.9402 -4.8437
C -2.3710 -4.0422 3.2192
C 4.5518 -2.7294 0.7435
H 0.9125 -1.6562 -1.7105
N 1.4448 4.8781 -7.8655
C 3.6050 -2.4697 2.9324
H 3.7515 -1.4879 -0.7903
C -3.8952 -1.5533 4.1968
H -2.8106 2.8350 0.8229
O -1.5934 -1.4145 2.5060
C 1.4744 2.8487 0.9390
C 2.7598 -1.1306 1.0830
C -0.1229 -2.6493 0.3801
H -0.1184 -2.6530 5.0632
H 4.1404 0.9199 1.7587
H -3.9953 -0.1404 1.5198
C 4.0097 3.0364 2.0457
H -2.6724 -0.3129 -1.5529
C -1.0737 -2.1685 5.2663
H 4.9971 3.1058 2.4826
C 3.6901 -1.7601 0.2533
C -1.9456 3.4690 -1.0891
H -2.8692 -1.4611 -2.8718
H 1.0781 -4.3993 0.2062
O -1.5981 1.1687 4.5960
S -1.6493 1.7547 3.2975
C 0.6903 2.7852 -5.1755
P 1.5641 0.1298 0.4807
H -4.5989 -1.6813 3.3696
C 2.8419 -0.0379 -3.9663
C 0.3062 -3.7959 -0.2505
C -0.2724 -4.1348 -1.4649
H -0.5185 5.9483 -5.1842
C 0.1680 2.3496 -3.9731
H -1.5314 -2.6762 6.1197
C 0.4454 4.0815 -5.6175
H 0.3826 1.3407 -3.6482
H 3.6133 5.1360 2.2147
Ti -1.4520 -0.0592 1.4195
C 1.5585 -0.8868 -2.1189
O -2.7351 1.0550 2.4326
C -0.6067 3.2101 -3.2065
H 5.1812 -3.8398 2.4712
C -2.8085 -1.3643 -1.7878
H -1.4552 -4.3621 2.7161
C -0.9698 1.5357 -1.4231
H -2.5316 -4.7182 4.0622
C 2.0101 0.1535 -1.3017
C -1.2630 -3.3172 -1.9713
H 1.2948 2.1183 -5.7749
H 5.2656 -3.1958 0.0779
H -3.8201 -0.4938 4.4435
H -0.3824 0.7601 -1.8811
O -0.4795 1.1762 2.4182
H -5.0852 -1.8686 0.7732
H 0.2994 -2.3686 1.3335
C 2.2513 1.6995 1.0850
H -4.3252 -2.0676 5.0602
C 3.2747 1.0131 -3.1719
Cl 1.6488 -0.7259 3.5160
N -1.6066 1.4208 -0.2764
C -4.0847 -1.7689 0.3536
H -4.9367 -1.2107 -1.5348
C -1.6506 -2.1713 -1.2797
C -2.2285 2.6382 -0.0585
N -1.1481 2.7550 -1.9653
H -4.3447 -2.8670 -1.4532
H 1.3490 4.9643 1.2320
C 3.5229 1.8014 1.6401
H 3.5645 -2.7179 3.9841
N -1.0635 -1.8271 -0.1202
H -3.4499 -2.5472 0.7810
C -0.8543 4.5056 -3.6404
H -2.2492 4.4830 -1.2628
H 0.4708 2.7823 0.5348
C 3.2337 4.1753 1.8929
H -1.7565 -3.5542 -2.9044
H -3.2055 -4.1803 2.5285
H 1.6295 -1.8104 -4.0512
C -4.1266 -1.8374 -1.1593
H -1.4505 5.1892 -3.0558
C 0.9967 4.5275 -6.8681
C 1.9648 4.0810 1.3366
C 2.8612 1.1113 -1.8480
H 0.0354 -5.0241 -1.9989
H 3.1823 -0.1227 -4.9904
O -1.7207 3.1677 3.1602
C 1.9716 -0.9850 -3.4396
C 2.7481 -1.5054 2.4270
C 4.5072 -3.0884 2.0823
H 3.2271 1.9234 -1.2336
O -3.5506 -0.4807 0.7285
*
```

Computed properties:
* orbital gap: 8.158 eV
* ΔE to the lowest compared entry with this formula, charge and spin: 97.87 kJ/mol

=====

# 5
Below is a structure of composition C39H41N5P2RuS2Se2 in a non-equilibrium geometry, with properties calculated with wB97M-V/def2-TZVPD.

Structure (ORCA input):
```
! wB97M-V def2-TZVPD RIJCOSX def2/J DEFGRID3
* xyz 3 6
C -1.1221 -5.9800 0.1835
H -2.2975 0.6262 -4.6195
H 2.0519 0.5853 -2.3702
S 2.0736 -0.0444 0.9781
H -0.4620 -2.9670 -6.1347
C 1.0607 -2.8469 -4.6348
C 0.3048 -2.8785 -2.3548
C -1.8826 3.5778 2.9147
H -1.0821 -4.6594 1.8804
H 1.9813 0.9934 -4.8340
C -0.9668 2.5981 3.2835
H 3.6329 -6.6136 -1.2683
C -4.9437 -4.8988 1.6141
C -1.0105 -2.9350 -2.8030
C 3.4150 -5.7439 -0.6684
H 2.7038 -2.5890 1.4201
H -0.2808 -8.5087 3.5757
C -4.2223 -3.5851 -0.7157
H 3.7332 3.1384 1.1685
H 0.4146 -1.5014 4.6259
C -2.0353 2.5042 0.7868
H 5.2931 1.4437 0.7087
C 2.3579 -4.9213 -1.0188
C -2.4242 3.5316 1.6436
P 0.6756 -2.7055 -0.5799
H 0.5156 -4.9742 1.1669
H -6.5986 -5.6569 0.4876
C -0.6472 -7.5116 3.8117
C -0.6256 1.6266 2.3639
C -1.1646 0.4416 -2.8125
C -1.7450 -1.7749 2.0320
C 1.3437 -2.8017 -3.2805
C 4.2011 -5.4546 0.4370
C 2.9008 -3.4830 0.8442
C -0.4886 -1.3863 4.0451
H -5.2250 -5.4031 2.5252
C -5.7109 -5.0441 0.4669
H -3.1394 4.2666 1.3000
C 2.0942 -3.7874 -0.2517
H 0.1110 0.8640 2.6052
N 4.5248 0.7872 0.6960
C -2.7634 -0.5979 3.8663
N -0.6342 -3.5529 0.1736
C -3.4374 -3.4582 0.4290
H 2.0538 2.7595 1.2813
H -1.5439 -0.3917 5.6158
C -0.5486 -1.8823 2.7532
C -2.8424 -1.1012 2.5816
H -3.6146 -0.0958 4.3022
H 2.3678 -2.7251 -2.9440
H -0.5585 -6.1536 -0.7347
Se -2.7990 2.5494 -0.9912
C -0.2510 -2.9390 -5.0756
H 0.3045 -2.4024 2.3239
Ru -0.4128 -0.4098 0.0078
H -2.1641 4.3582 3.6045
H -2.3103 -3.0405 -4.4963
H -1.5381 -8.0599 0.5303
C -1.0488 -7.2326 1.0436
N -1.1458 1.5758 1.1314
C 1.0701 0.8161 -4.2832
H 1.8666 -2.8089 -5.3516
H -3.9615 -3.0480 -1.6178
H -1.1039 -7.5156 4.7971
N 2.9942 2.4526 1.1003
H -0.2280 0.9605 -5.9916
H -3.7566 -1.0204 2.0053
H -0.5200 2.5920 4.2641
C -1.2886 -2.9767 -4.1557
S -1.9259 -7.0334 2.6347
H -2.1560 -5.7705 -0.0919
Se -2.7148 0.3393 -1.6146
H -0.0164 -7.4930 1.2637
H 0.1687 -6.7914 3.7828
H 4.5656 -4.0870 2.0436
H -3.2453 -3.9596 2.5157
C -0.5373 -4.7826 0.9360
C -1.5937 -0.7551 4.6010
C 3.9465 -4.3201 1.1918
C -0.1602 0.8084 -4.9257
C -3.8169 -4.0961 1.6087
C -5.3539 -4.3820 -0.6974
H -5.9569 -4.4789 -1.5879
H 4.7413 -0.1891 0.5655
C 1.1149 0.6019 -2.9134
P -1.9275 -2.4486 0.3430
N 0.0120 0.4193 -2.1925
C -1.3131 0.6170 -4.1748
H 1.7444 -5.1601 -1.8749
C 3.2741 1.1687 0.9142
H -1.8238 -2.9582 -2.0841
H 5.0199 -6.1064 0.7025
*
```

Computed properties:
* orbital gap (alpha / beta): 6.081 / 3.960 eV
* <S²>: 8.772